Below is C38H70BN3O4P3Sr as an isolated structure at a distorted geometry, with properties calculated with ωB97M-V with the def2-TZVPD basis set.

The gap between HOMO and LUMO is 4.8 eV. As for the electronic energy: -3034.5502 Ha. Its net charge is +1. As for the LUMO energy: -0.117 Ha. As for the highest occupied orbital energy: -8.004 eV.

Each line ends with the Löwdin charge.
CARTESIAN COORDINATES (ANGSTROEM)
Sr: 0.6263 -1.1129 -1.1057  1.4018
C: -1.2114 4.8783 -3.2483  -0.0844
C: -0.2434 3.7196 -3.0057  -0.6916
C: 0.7449 4.1016 -1.8899  -0.0951
C: 0.5724 3.4279 -4.2717  -0.0999
P: -0.9461 2.0727 -2.3966  1.1506
C: -1.8034 2.5891 -0.8077  -0.2917
N: -0.9233 2.3926 0.3288  -0.0573
B: -0.1610 1.2100 0.6868  -0.4646
N: 0.4962 1.6016 1.9047  -0.0645
C: 1.4272 0.7671 2.6323  -0.2886
P: 2.8502 0.1728 1.5452  1.1246
C: 3.7133 -1.1005 2.6588  -0.7004
C: 4.4585 -2.0387 1.6968  -0.1177
C: 2.6225 -1.9207 3.3561  -0.1163
C: 4.6873 -0.5380 3.6904  -0.0861
C: 3.9390 1.7014 1.3069  -0.6899
C: 4.3355 2.4804 2.5588  -0.0743
C: 3.1082 2.6086 0.3798  -0.1092
C: 5.1865 1.2539 0.5383  -0.1064
C: 0.1429 2.8915 2.2720  -0.1993
C: 0.4859 3.6751 3.3646  -0.0289
C: -0.0380 4.9597 3.4587  -0.1046
C: -0.9075 5.4486 2.4920  -0.1034
C: -1.2804 4.6624 1.4075  -0.0323
C: -0.7494 3.3857 1.2913  -0.1916
C: -2.3795 1.5444 -3.5613  -0.6814
C: -1.7874 0.4070 -4.4005  -0.1185
C: -2.9212 2.6106 -4.5130  -0.0914
C: -3.5462 0.9845 -2.7451  -0.1063
H: -0.6635 5.8210 -3.1741  0.0907
H: -2.0153 4.9080 -2.5118  0.0716
H: -1.6565 4.8391 -4.2402  0.0635
H: 1.4179 4.8823 -2.2531  0.0956
H: 1.3343 3.2327 -1.5919  0.0494
H: 0.2326 4.4802 -1.0048  0.0762
H: 1.0713 4.3379 -4.6141  0.0911
H: -0.0476 3.0609 -5.0913  0.0619
H: 1.3393 2.6813 -4.0519  0.0637
H: -2.6883 1.9685 -0.6796  0.0697
H: -2.1125 3.6313 -0.8655  0.0704
H: 0.9094 -0.1590 2.8820  0.0521
H: 1.7733 1.2653 3.5378  0.0889
H: 3.7485 -2.4656 0.9839  0.0528
H: 4.9315 -2.8536 2.2516  0.0886
H: 5.2352 -1.5143 1.1384  0.0631
H: 1.8202 -2.1712 2.6579  0.0509
H: 2.1998 -1.3832 4.2052  0.0912
H: 3.0575 -2.8491 3.7361  0.0853
H: 5.5446 -0.0660 3.2117  0.0633
H: 5.0684 -1.3517 4.3144  0.0908
H: 4.2007 0.1894 4.3409  0.0827
H: 3.4749 2.6803 3.1976  0.0665
H: 4.7501 3.4458 2.2558  0.0936
H: 5.0962 1.9653 3.1412  0.0608
H: 2.3571 3.1649 0.9371  0.0801
H: 2.5920 2.0087 -0.3730  0.0441
H: 3.7663 3.3304 -0.1115  0.0943
H: 5.8238 0.6042 1.1400  0.0604
H: 5.7793 2.1265 0.2529  0.0893
H: 4.8988 0.7198 -0.3709  0.0719
H: 1.1408 3.3051 4.1441  0.0984
H: 0.2322 5.5813 4.3022  0.0984
H: -1.3069 6.4498 2.5851  0.0984
H: -1.9823 5.0520 0.6805  0.1003
H: -0.8438 0.7024 -4.8658  0.0743
H: -2.4809 0.1006 -5.1911  0.0933
H: -1.6102 -0.4664 -3.7748  0.0386
H: -2.1515 2.9823 -5.1875  0.0652
H: -3.3476 3.4485 -3.9641  0.0787
H: -3.7146 2.1751 -5.1284  0.0900
H: -3.1909 0.3150 -1.9595  0.0530
H: -4.2163 0.4252 -3.4063  0.0898
H: -4.1268 1.7853 -2.2884  0.0869
O: 1.5935 0.0234 -3.0330  -0.1253
C: 1.1154 -1.2719 -3.2730  -0.4394
C: 1.9377 -2.3309 -2.5729  -0.2229
C: 1.0441 -3.2043 -1.7194  -0.2657
C: -0.3524 -3.0057 -2.1640  -0.4479
C: -0.7105 -3.4885 -3.4299  0.0061
C: -2.0258 -3.3849 -3.8251  -0.0053
C: -2.9526 -2.8461 -2.9341  -0.0141
C: -2.4987 -2.3705 -1.7237  -0.1053
N: -1.2134 -2.4421 -1.3481  -0.0420
H: 2.3732 0.1821 -3.5797  0.1348
H: 1.0041 -1.5095 -4.3310  0.1623
H: 0.1192 -1.3358 -2.8759  0.0005
H: 2.7305 -1.8643 -1.9920  0.1242
H: 2.4522 -2.9411 -3.3139  0.1491
H: 1.1339 -2.9858 -0.6723  0.0701
H: 1.2898 -4.2581 -1.8427  0.1622
H: 0.0657 -3.8840 -4.0734  0.1424
H: -2.3292 -3.7207 -4.8077  0.1282
H: -3.9988 -2.7788 -3.1946  0.1257
H: -3.1570 -1.9137 -0.9947  0.1286
C: -2.2682 -5.6568 1.5621  -0.0736
C: -3.0263 -4.3472 1.4128  -0.3054
O: -2.5886 -3.3651 2.3422  -0.3043
P: -1.2227 -2.4689 2.0712  0.8479
O: -0.0473 -3.4003 2.6740  -0.3620
C: -0.0700 -3.8703 4.0395  -0.2801
C: 0.8578 -5.0619 4.1444  -0.0631
O: -1.4116 -1.4811 3.3336  -0.3139
C: -2.3813 -0.4202 3.2794  -0.2855
C: -3.3524 -0.5718 4.4322  -0.0645
H: -2.6695 -6.4050 0.8775  0.0786
H: -2.3642 -6.0288 2.5821  0.0834
H: -1.2084 -5.5094 1.3487  0.0625
H: -4.0870 -4.5025 1.6113  0.1198
H: -2.9224 -3.9703 0.3881  0.0768
H: -1.0916 -4.1414 4.3082  0.1137
H: 0.2553 -3.0586 4.6901  0.1101
H: 0.4887 -5.8899 3.5387  0.0725
H: 0.9227 -5.3882 5.1819  0.0849
H: 1.8521 -4.7894 3.7900  0.0617
H: -2.9084 -0.4424 2.3206  0.1050
H: -1.8356 0.5228 3.3420  0.1120
H: -3.9168 -1.4987 4.3342  0.0744
H: -4.0457 0.2693 4.4492  0.0809
H: -2.8053 -0.5962 5.3742  0.0815


Below is one molecule with the formula C8H10N4S at a distorted geometry, with properties calculated with ωB97M-V with the def2-TZVPD basis set.

The gap between HOMO and LUMO (spin up / spin down) is 7.1 / 6.8 eV. As for the electronic energy: -927.8041 Ha. As for the LUMO energy (spin up / spin down): 0.011 / -0.055 Ha. Its multiplicity is 3. As for the highest occupied orbital energy (spin up / spin down): -6.836 / -8.314 eV. The energy above the lowest of the compared OMol25 structures with the same formula, charge and spin is 0.00 kcal/mol.

Each line ends with the Löwdin spin population.
CARTESIAN COORDINATES (ANGSTROEM)
C: 0.8740 2.3423 1.6998  0.2075
C: 1.3012 1.0113 1.2568  -0.0081
C: -1.8962 -0.5375 -0.9484  -0.0007
C: -1.3986 -1.1351 0.1250  0.0004
C: -0.1033 1.1124 -0.7889  -0.0102
C: 0.3611 0.4628 0.2535  -0.0011
C: -1.1344 0.5553 -1.7417  -0.0020
C: 0.0113 -0.9594 0.4923  -0.0004
N: 1.6306 3.0575 2.4351  0.2033
N: 2.3842 0.5878 1.7030  0.0913
N: 1.6406 4.0448 3.1676  0.6728
N: 3.0381 -0.3853 1.1279  0.0669
S: 2.3643 5.4580 3.3460  0.7525
H: -0.1584 2.6109 1.5134  0.0222
H: -2.8606 -0.8533 -1.0901  -0.0001
H: -2.0756 -1.8199 0.6914  0.0000
H: 0.2146 2.1040 -1.0007  0.0002
H: -0.8194 0.0446 -2.6383  -0.0004
H: -1.8855 1.2781 -2.0412  -0.0003
H: 0.2153 -1.2983 1.5194  -0.0002
H: 0.3351 -1.7735 -0.2240  0.0002
H: 3.0058 -0.6656 0.1180  0.0037
H: 4.0168 -0.6301 1.3930  0.0022


Below is one molecule with the formula C3H6N2O, with properties calculated with ωB97M-V with the def2-TZVPD basis set.

The gap between HOMO and LUMO is 10.5 eV. As for the electronic energy: -302.6931 Ha. As for the LUMO energy: 0.033 Ha. As for the highest occupied orbital energy: -9.566 eV. The SMILES is O=C1NCCN1. The energy above the lowest of the compared OMol25 structures with the same formula, charge and spin is 0.00 kcal/mol.

Each line ends with the natural charge from an NBO analysis.
CARTESIAN COORDINATES (ANGSTROEM)
O: 2.5254 -0.2168 -0.5808  -0.6326
C: 1.3424 -0.1232 -0.3258  0.7739
N: 0.5059 0.9303 -0.6606  -0.6401
C: -0.7834 0.8211 -0.0032  -0.2192
C: -0.8332 -0.6754 0.3837  -0.2181
N: 0.5685 -1.0426 0.3574  -0.6411
H: 0.9474 1.8285 -0.7853  0.4040
H: -1.6004 1.0902 -0.6798  0.1997
H: -0.8490 1.4578 0.8890  0.1836
H: -1.2596 -0.8140 1.3825  0.1985
H: -1.4360 -1.2526 -0.3301  0.1845
H: 0.8720 -2.0035 0.3530  0.4069


Below is one molecule with the formula C5H9NO, with properties calculated with ωB97M-V with the def2-TZVPD basis set.

The gap between HOMO and LUMO is 10.5 eV. As for the electronic energy: -325.8298 Ha. As for the LUMO energy: 0.040 Ha. As for the highest occupied orbital energy: -9.423 eV. The SMILES is C[C@H]1CC/C1=N\O. The energy above the lowest of the compared OMol25 structures with the same formula, charge and spin is 67.61 kcal/mol.

Each line ends with the natural charge from an NBO analysis.
CARTESIAN COORDINATES (ANGSTROEM)
C: -1.6440 -1.1604 -0.0259  -0.5989
C: -0.5503 -0.3165 -0.6729  -0.2532
C: -0.6799 1.2208 -0.4322  -0.3900
C: 0.5638 1.1896 0.4933  -0.4769
C: 0.7903 -0.2222 0.0327  0.2321
N: 1.7864 -1.0051 0.0426  -0.1385
O: 2.8598 -0.3881 0.6935  -0.5800
H: -2.5587 -1.1006 -0.6269  0.2118
H: -1.8864 -0.8034 0.9818  0.2036
H: -1.3517 -2.2127 0.0458  0.2194
H: -0.4403 -0.5995 -1.7251  0.2187
H: -0.5283 1.8047 -1.3437  0.2110
H: -1.6093 1.5458 0.0436  0.2049
H: 0.3112 1.1909 1.5587  0.2279
H: 1.3736 1.9015 0.3124  0.2328
H: 3.5638 -1.0447 0.6225  0.4753


Below is a 2-piece molecular cluster, C5H14 overall at a distorted geometry, with properties calculated with ωB97M-V with the def2-TZVPD basis set.

The gap between HOMO and LUMO (spin up / spin down) is 11.8 / 4.0 eV. As for the electronic energy: -198.4511 Ha. Its net charge is +1. As for the LUMO energy (spin up / spin down): -0.113 / -0.398 Ha. Its multiplicity is 2. As for the highest occupied orbital energy (spin up / spin down): -14.882 / -14.874 eV. The energy above the lowest of the compared OMol25 structures with the same formula, charge and spin is 22.50 kcal/mol.

Each line ends with the Löwdin spin population.
CARTESIAN COORDINATES (ANGSTROEM)
C: -1.3082 1.5607 -2.6035  0.0004
C: -1.1453 0.4176 -1.6422  0.0024
H: -0.3587 1.9570 -2.9443  0.0003
H: -1.8058 1.3549 -3.5366  0.0000
H: -1.7748 2.3951 -2.0804  0.0000
H: -0.1725 -0.0533 -1.5992  0.0007
H: -1.8301 -0.4000 -1.7735  0.0009
H: -1.4960 0.7138 -0.6517  0.0000
C: 0.6336 -1.1487 0.9496  0.2781
C: 0.7276 -1.2436 2.6112  0.3010
C: 1.1624 0.2445 0.7963  0.2118
H: 1.2674 -1.8554 0.4509  0.0101
H: -0.4184 -1.2518 0.6968  0.0030
H: 1.8223 -1.0850 2.9245  0.0010
H: 0.3065 -2.1906 3.0108  0.0556
H: 1.6485 0.2913 -0.2222  0.1046
H: 0.5012 1.1316 0.6514  0.0045
H: 0.1311 -0.4077 2.9762  0.0024
H: 1.8540 0.6341 1.5527  0.0235


Below is C51H46AsN8O3Sn as an isolated structure, with properties calculated with ωB97M-V with the def2-TZVPD basis set.

The gap between HOMO and LUMO is 5.6 eV. As for the electronic energy: -5084.6648 Ha. Its net charge is +1. As for the LUMO energy: -0.147 Ha. As for the highest occupied orbital energy: -9.645 eV.

Each line ends with the Löwdin charge.
CARTESIAN COORDINATES (ANGSTROEM)
Sn: -0.5464 -0.1366 1.2432  1.2283
O: 0.9367 4.8190 3.3870  0.0646
C: 1.9781 4.5188 2.5897  -0.2633
C: 2.9898 5.4703 2.4617  -0.0065
C: 4.1021 5.2078 1.6893  -0.0742
C: 4.2262 3.9982 1.0099  -0.0950
C: 3.2102 3.0711 1.1048  -0.0349
C: 2.0809 3.3081 1.8907  -0.0795
C: 1.0562 2.2554 1.9850  -0.4412
O: 1.0817 1.3060 1.1212  -0.2908
N: 0.1997 2.3097 2.9802  0.0509
N: -0.6000 1.1733 3.0361  -0.1086
C: -1.3042 1.0463 4.1117  -0.0405
C: -2.0880 -0.0904 4.5071  -0.1512
C: -2.7943 0.0221 5.7179  -0.0423
C: -3.4916 -1.0350 6.2459  -0.0879
C: -3.4602 -2.2598 5.5708  -0.0700
C: -2.7696 -2.4022 4.3918  -0.0186
C: -2.0858 -1.3204 3.8033  -0.3595
O: -1.5124 -1.4750 2.6332  -0.3138
H: 0.3792 4.0170 3.4666  0.0643
H: 2.8836 6.3997 3.0009  0.1197
H: 4.8842 5.9513 1.6172  0.1069
H: 5.1011 3.7914 0.4112  0.0994
H: 3.2699 2.1313 0.5734  0.1065
H: -1.2437 1.8733 4.8211  0.1400
H: -2.7726 0.9714 6.2383  0.1147
H: -4.0297 -0.9319 7.1756  0.1027
H: -3.9813 -3.1118 5.9855  0.1079
H: -2.7411 -3.3558 3.8875  0.0980
C: 3.4357 -5.1780 0.3546  -0.0697
C: 4.2949 -4.0902 -0.2796  -0.4033
C: 3.6767 -3.5868 -1.5789  -0.0684
C: 4.5829 -2.9538 0.6934  -0.0964
N: 3.3604 -2.3806 1.2332  -0.0830
C: 2.5194 -1.4975 0.7042  -0.1121
N: 1.4811 -1.4081 1.5021  -0.0722
N: 1.6989 -2.2579 2.5197  0.0265
N: 2.8146 -2.8402 2.3638  0.0835
H: 3.4197 -6.0605 -0.2804  0.0831
H: 2.4055 -4.8370 0.4785  0.0646
H: 3.8060 -5.4718 1.3353  0.0836
H: 5.2780 -4.5126 -0.5107  0.1434
H: 2.6732 -3.1866 -1.4072  0.0610
H: 3.5798 -4.4013 -2.2945  0.0864
H: 4.2822 -2.8077 -2.0392  0.0686
H: 5.1312 -2.1457 0.2055  0.1367
H: 5.1593 -3.2995 1.5506  0.1359
H: 2.6954 -0.9136 -0.1827  0.1337
C: -2.0179 -1.3121 -3.4864  0.0092
C: -2.3565 -1.7864 -2.1261  -0.2532
N: -3.3544 -1.3344 -1.4498  0.2347
H: -2.5791 -0.4148 -3.7332  0.0821
H: -2.2578 -2.0958 -4.2075  0.1021
H: -0.9519 -1.0991 -3.5735  0.0801
C: -0.8145 -5.0501 -0.9318  -0.0526
C: -0.8972 -4.0244 -1.7899  0.0086
C: -1.5708 -2.7803 -1.3284  -0.1730
C: -2.4365 -2.9417 -0.1504  -0.1566
C: -2.2280 -3.9810 0.7989  0.0305
C: -1.4333 -4.9978 0.3864  0.0049
N: -3.3875 -2.0462 -0.2358  0.0269
C: -4.4895 -1.8656 0.6664  -0.1977
C: -5.4746 -2.8387 0.6938  -0.0060
C: -6.5264 -2.6923 1.5845  -0.0568
C: -6.5783 -1.5872 2.4198  -0.0566
C: -5.5894 -0.6154 2.3651  -0.0469
C: -4.5343 -0.7476 1.4781  -0.0082
H: -0.2879 -5.9505 -1.2106  0.1147
H: -0.4191 -4.0395 -2.7588  0.1248
H: -0.7434 -2.1345 -0.9358  0.1500
H: -2.7329 -3.9666 1.7465  0.1088
H: -1.2655 -5.8337 1.0521  0.1236
H: -5.4174 -3.6928 0.0330  0.1242
H: -7.3054 -3.4380 1.6191  0.1116
H: -7.3946 -1.4829 3.1195  0.1128
H: -5.6295 0.2406 3.0206  0.1158
H: -3.7536 -0.0004 1.4218  0.1004
C: -2.4114 2.3849 -5.9109  -0.0851
C: -1.0669 2.0496 -5.9526  -0.0795
C: -0.3448 1.9071 -4.7754  -0.1024
C: -0.9663 2.0948 -3.5469  -0.4043
C: -2.3176 2.4269 -3.5120  -0.1447
C: -3.0355 2.5808 -4.6879  -0.0883
As: -0.0789 1.8338 -1.8192  1.3157
C: 1.7280 1.4496 -2.4030  -0.3514
C: 2.2461 0.2226 -2.7869  -0.1309
C: 3.5900 0.1132 -3.1228  -0.0983
C: 4.4112 1.2318 -3.0508  -0.0692
C: 3.9001 2.4584 -2.6574  -0.0148
C: 2.5528 2.5806 -2.3361  -0.1936
C: 1.8798 3.8139 -1.8887  -0.2048
C: 2.4712 5.0651 -1.7654  -0.0236
C: 1.7277 6.1308 -1.2857  -0.0643
C: 0.3974 5.9589 -0.9261  -0.0703
C: -0.2045 4.7149 -1.0538  -0.0883
C: 0.5358 3.6528 -1.5428  -0.3235
H: -2.9710 2.4976 -6.8288  0.1049
H: -0.5744 1.9078 -6.9050  0.1053
H: 0.7082 1.6584 -4.8202  0.0964
H: -2.8201 2.5618 -2.5587  0.0959
H: -4.0823 2.8485 -4.6499  0.1054
H: 1.6026 -0.6520 -2.8476  0.0897
H: 3.9945 -0.8336 -3.4531  0.0911
H: 5.4566 1.1481 -3.3111  0.1065
H: 4.5543 3.3180 -2.6047  0.1114
H: 3.5104 5.2117 -2.0240  0.1104
H: 2.1915 7.1007 -1.1781  0.1087
H: -0.1692 6.7948 -0.5402  0.1070
H: -1.2413 4.5837 -0.7672  0.1032